Record 1
The following is a quantum chemistry calculation of a 12-piece molecular cluster, C34H68Cl2O33 overall, from the OMol25 dataset.

- total charge = 0
- 2S+1 = 1
- SMILES string = COC(=O)OC.COC(=O)OC.COC(=O)OC.COC(=O)OC.COC(=O)OC.COC(=O)OC.COC(=O)OC.COC(=O)OC.COC(=O)OC.COC(=O)OC.COC(=O)OC.ClCCl

Atoms and positions in Å:
C1 1.17 4.08 2.45
O1 0.80 5.35 2.95
C2 1.18 5.59 4.20
O2 1.73 4.82 4.94
O3 0.74 6.80 4.53
C3 1.18 7.31 5.80
H1 2.18 4.01 2.05
H2 0.47 3.73 1.69
H3 1.10 3.31 3.23
H4 2.27 7.36 5.78
H5 0.89 6.63 6.60
H6 0.69 8.26 5.93
C4 4.69 -2.27 -1.33
O4 4.39 -3.46 -2.05
C5 5.36 -4.23 -2.51
O5 6.54 -4.11 -2.28
O6 4.82 -5.14 -3.32
C6 5.70 -5.88 -4.16
H7 3.75 -1.91 -0.91
H8 5.02 -1.48 -2.01
H9 5.45 -2.45 -0.58
H10 6.51 -5.23 -4.47
H11 5.13 -6.14 -5.05
H12 6.05 -6.80 -3.69
C7 -6.61 -3.63 -3.69
O7 -5.80 -2.73 -2.96
C8 -5.22 -3.19 -1.85
O8 -5.45 -4.25 -1.34
O9 -4.38 -2.27 -1.41
C9 -3.63 -2.60 -0.24
H13 -7.10 -4.36 -3.05
H14 -6.07 -4.18 -4.47
H15 -7.34 -3.05 -4.25
H16 -2.73 -3.15 -0.53
H17 -4.18 -3.27 0.43
H18 -3.32 -1.68 0.24
C10 -3.28 4.30 4.57
O10 -3.68 3.56 3.42
C11 -4.20 2.36 3.50
O11 -4.66 1.77 2.58
O12 -4.15 1.88 4.75
C12 -4.71 0.60 4.95
H19 -4.15 4.73 5.06
H20 -2.65 5.10 4.22
H21 -2.74 3.69 5.29
H22 -4.31 0.20 5.88
H23 -4.51 -0.10 4.14
H24 -5.80 0.65 5.05
C13 5.90 1.91 -2.23
O13 5.02 2.28 -1.19
C14 4.95 1.55 -0.09
O14 5.59 0.57 0.16
O15 4.04 2.10 0.70
C15 3.67 1.35 1.85
H25 6.78 1.36 -1.89
H26 6.16 2.81 -2.78
H27 5.38 1.28 -2.96
H28 3.43 0.32 1.59
H29 2.83 1.86 2.31
H30 4.51 1.33 2.54
C16 -2.33 1.82 -1.45
O16 -1.24 1.44 -2.30
C17 -1.53 1.00 -3.52
O17 -2.59 0.86 -4.04
O18 -0.34 0.78 -4.10
C18 -0.34 0.52 -5.49
H31 -2.95 2.58 -1.92
H32 -1.86 2.19 -0.55
H33 -2.91 0.95 -1.13
H34 -0.75 1.39 -6.01
H35 -0.92 -0.38 -5.71
H36 0.65 0.36 -5.91
C19 3.81 1.49 -5.72
O19 3.16 0.22 -5.79
C20 3.01 -0.42 -4.63
O20 3.33 -0.01 -3.54
O21 2.41 -1.57 -4.91
C21 1.87 -2.35 -3.85
H37 4.44 1.69 -4.86
H38 3.05 2.27 -5.72
H39 4.43 1.56 -6.61
H40 1.17 -3.06 -4.30
H41 1.33 -1.79 -3.10
H42 2.66 -2.96 -3.41
C22 -1.21 -4.30 2.48
O22 0.07 -3.98 2.02
C23 0.97 -3.42 2.80
O23 0.88 -3.21 3.99
O24 2.04 -3.16 2.08
C24 3.09 -2.44 2.69
H43 -1.88 -3.44 2.47
H44 -1.27 -4.79 3.46
H45 -1.65 -5.05 1.82
H46 3.95 -2.40 2.02
H47 3.45 -2.91 3.61
H48 2.78 -1.44 2.98
C25 -1.56 -0.85 2.53
O25 -0.84 -1.08 1.34
C26 -0.01 -0.12 0.91
O26 0.23 0.92 1.48
O27 0.45 -0.52 -0.26
C27 1.38 0.33 -0.92
H49 -2.54 -1.32 2.47
H50 -1.81 0.20 2.67
H51 -1.12 -1.19 3.47
H52 2.32 0.36 -0.36
H53 1.00 1.33 -1.09
H54 1.69 -0.13 -1.85
C28 -8.67 -3.04 0.06
O28 -8.17 -2.77 1.36
C29 -7.09 -3.43 1.74
O29 -6.61 -4.35 1.15
O30 -6.64 -2.92 2.88
C30 -5.53 -3.59 3.42
H55 -8.64 -4.10 -0.18
H56 -8.07 -2.50 -0.67
H57 -9.72 -2.78 0.03
H58 -5.45 -3.34 4.48
H59 -4.56 -3.41 2.96
H60 -5.74 -4.66 3.50
C31 4.58 6.87 -3.66
O31 3.46 6.16 -3.21
C32 3.32 4.91 -3.64
O32 4.08 4.30 -4.34
O33 2.17 4.46 -3.15
C33 1.80 3.13 -3.43
H61 4.94 7.55 -2.89
H62 4.33 7.46 -4.54
H63 5.43 6.24 -3.92
H64 1.42 3.00 -4.45
H65 1.03 2.82 -2.73
H66 2.65 2.46 -3.33
Cl1 -3.00 -2.22 5.61
C34 -1.46 -2.44 6.47
Cl2 -0.99 -1.01 7.37
H67 -1.51 -3.35 7.06
H68 -0.67 -2.65 5.74

=====

Record 2
The following is a quantum chemistry calculation of a 8-piece molecular cluster, C34H68NO16 overall, from the OMol25 dataset.

- total charge = +1
- 2S+1 = 1

Atoms and positions in Å:
O1 -4.29 1.11 3.07
C1 -3.57 1.37 2.16
C2 -2.21 0.73 1.98
C3 -1.38 1.30 0.86
C4 -0.72 2.62 1.19
O2 0.07 3.13 0.14
C5 0.99 2.21 -0.43
C6 0.43 0.82 -0.66
N1 -0.28 0.33 0.56
H1 -3.89 2.11 1.39
H2 -1.66 0.80 2.92
H3 -2.37 -0.33 1.75
H4 -2.00 1.39 -0.04
H5 -1.51 3.36 1.38
H6 -0.15 2.51 2.13
H7 1.93 2.16 0.15
H8 1.24 2.59 -1.42
H9 1.20 0.10 -0.91
H10 -0.29 0.85 -1.49
H11 0.36 0.35 1.36
H12 -0.64 -0.63 0.45
O3 1.17 -0.67 3.58
C7 0.47 -1.37 4.28
O4 -0.85 -1.25 4.13
C8 -1.86 -2.11 4.67
C9 -2.30 -1.72 6.07
C10 1.02 -2.29 5.33
H13 -1.55 -3.15 4.61
H14 -2.67 -1.99 3.96
H15 -1.49 -1.83 6.79
H16 -3.13 -2.36 6.38
H17 -2.63 -0.69 6.09
H18 1.14 -1.72 6.26
H19 2.00 -2.63 5.00
H20 0.39 -3.15 5.53
O5 -0.31 2.93 -3.11
C11 -1.51 3.01 -3.10
O6 -2.21 1.86 -2.98
C12 -3.64 1.83 -2.80
C13 -4.38 1.88 -4.12
C14 -2.23 4.32 -3.27
H21 -3.95 2.62 -2.12
H22 -3.83 0.88 -2.30
H23 -4.19 2.82 -4.65
H24 -5.45 1.79 -3.95
H25 -4.06 1.07 -4.77
H26 -2.36 4.50 -4.33
H27 -1.60 5.10 -2.85
H28 -3.20 4.36 -2.79
O7 2.59 -1.40 -0.03
C15 3.61 -0.80 -0.28
O8 3.93 -0.62 -1.56
C16 5.01 0.24 -1.99
C17 6.34 -0.48 -1.99
C18 4.54 -0.33 0.81
H29 5.03 1.15 -1.40
H30 4.74 0.53 -3.00
H31 6.64 -0.79 -0.98
H32 7.12 0.18 -2.38
H33 6.29 -1.37 -2.61
H34 5.22 -1.15 1.05
H35 3.94 -0.12 1.70
H36 5.12 0.54 0.55
O9 -2.13 -3.55 1.83
C19 -1.74 -3.56 0.70
O10 -1.03 -2.46 0.24
C20 -0.34 -2.51 -1.04
C21 -1.24 -2.12 -2.19
C22 -2.02 -4.69 -0.24
H37 0.12 -3.49 -1.18
H38 0.49 -1.82 -0.94
H39 -2.07 -2.81 -2.30
H40 -0.67 -2.11 -3.12
H41 -1.66 -1.12 -2.03
H42 -2.99 -4.50 -0.72
H43 -2.08 -5.61 0.33
H44 -1.27 -4.84 -1.01
O11 4.27 2.89 -3.58
C23 3.58 3.55 -4.32
O12 3.87 3.55 -5.63
C24 3.02 4.16 -6.62
C25 3.31 5.63 -6.79
C26 2.46 4.42 -3.80
H45 1.97 3.97 -6.39
H46 3.25 3.61 -7.54
H47 3.10 6.19 -5.88
H48 2.70 6.04 -7.60
H49 4.36 5.78 -7.04
H50 2.87 5.40 -3.52
H51 2.06 3.95 -2.91
H52 1.64 4.56 -4.50
O13 1.33 8.73 4.15
C27 1.04 7.57 4.27
O14 0.45 6.95 3.21
C28 0.23 5.54 3.16
C29 -1.08 5.16 3.83
C30 1.24 6.81 5.56
H53 1.08 4.99 3.58
H54 0.19 5.31 2.10
H55 -1.08 5.40 4.89
H56 -1.28 4.10 3.72
H57 -1.90 5.72 3.37
H58 0.37 6.97 6.18
H59 2.11 7.24 6.06
H60 1.40 5.74 5.43
O15 -1.12 -7.49 0.51
C31 -1.28 -8.66 0.30
O16 -1.77 -9.03 -0.90
C32 -1.84 -10.40 -1.32
C33 -3.11 -11.08 -0.86
C34 -1.02 -9.70 1.36
H61 -0.95 -10.94 -1.02
H62 -1.82 -10.35 -2.41
H63 -3.16 -11.14 0.23
H64 -3.16 -12.09 -1.25
H65 -3.98 -10.53 -1.20
H66 -1.93 -9.81 1.96
H67 -0.23 -9.34 2.00
H68 -0.74 -10.68 0.97

=====

Record 3
The following is a quantum chemistry calculation of a 6-piece molecular cluster, C34H68O13S overall, from the OMol25 dataset.

- total charge = 0
- 2S+1 = 1

Atoms and positions in Å:
C1 1.74 1.43 4.66
O1 2.14 0.33 3.88
C2 3.14 0.62 2.93
C3 2.73 1.62 1.85
C4 2.61 1.03 0.43
C5 1.17 0.82 -0.07
C6 0.14 0.43 0.97
C7 -1.30 0.42 0.38
C8 -2.31 1.23 1.20
C9 -2.39 2.72 0.81
C10 -2.20 3.72 1.95
C11 -0.79 4.27 2.12
C12 -0.23 4.99 0.88
C13 1.27 4.74 0.71
S1 2.10 6.29 0.29
C14 2.53 6.93 2.16
O2 1.64 7.67 2.44
O3 3.50 6.41 2.57
H1 1.64 1.11 5.70
H2 0.77 1.81 4.33
H3 2.45 2.26 4.60
H4 3.37 -0.33 2.45
H5 4.06 0.95 3.42
H6 3.49 2.41 1.82
H7 1.80 2.12 2.12
H8 3.09 1.72 -0.26
H9 3.18 0.10 0.37
H10 1.20 -0.01 -0.79
H11 0.86 1.69 -0.64
H12 0.33 -0.58 1.32
H13 0.13 1.12 1.81
H14 -1.65 -0.60 0.31
H15 -1.27 0.86 -0.62
H16 -3.29 0.78 1.10
H17 -2.04 1.15 2.26
H18 -3.38 2.89 0.39
H19 -1.69 2.92 -0.01
H20 -2.90 4.54 1.86
H21 -2.46 3.20 2.88
H22 -0.12 3.46 2.44
H23 -0.80 4.99 2.93
H24 -0.37 6.06 1.03
H25 -0.75 4.73 -0.03
H26 1.51 4.02 -0.06
H27 1.70 4.42 1.66
H28 3.26 5.85 -0.23
O4 2.75 -2.45 -1.10
C15 2.53 -3.01 -0.06
O5 3.48 -3.03 0.89
C16 3.23 -3.49 2.22
C17 3.37 -4.99 2.35
C18 1.22 -3.74 0.17
H29 2.26 -3.13 2.58
H30 3.99 -2.99 2.83
H31 2.63 -5.52 1.75
H32 3.24 -5.29 3.39
H33 4.36 -5.31 2.02
H34 1.30 -4.74 -0.25
H35 0.44 -3.19 -0.36
H36 0.92 -3.81 1.21
O6 -4.51 -0.50 -1.08
C19 -5.25 -0.95 -0.25
O7 -4.79 -1.89 0.59
C20 -5.53 -2.36 1.73
C21 -6.51 -3.46 1.37
C22 -6.70 -0.52 -0.16
H37 -6.02 -1.52 2.22
H38 -4.78 -2.73 2.42
H39 -7.27 -3.11 0.66
H40 -7.00 -3.82 2.26
H41 -5.98 -4.29 0.90
H42 -7.28 -1.12 -0.86
H43 -6.76 0.52 -0.47
H44 -7.14 -0.61 0.83
O8 -4.85 -4.19 4.61
C23 -5.09 -5.37 4.58
O9 -6.14 -5.78 3.85
C24 -6.41 -7.16 3.58
C25 -7.21 -7.81 4.69
C26 -4.29 -6.37 5.39
H45 -5.49 -7.70 3.37
H46 -6.99 -7.14 2.66
H47 -6.66 -7.83 5.63
H48 -7.46 -8.84 4.42
H49 -8.14 -7.27 4.85
H50 -4.71 -6.41 6.39
H51 -3.27 -6.01 5.45
H52 -4.28 -7.37 4.97
O10 0.05 3.74 -2.16
C27 1.04 3.39 -2.76
O11 2.09 4.24 -2.78
C28 3.38 3.85 -3.28
C29 3.47 4.00 -4.78
C30 1.11 2.09 -3.52
H53 3.62 2.84 -2.95
H54 4.08 4.52 -2.78
H55 2.77 3.34 -5.28
H56 4.47 3.74 -5.13
H57 3.25 5.02 -5.07
H58 0.70 2.25 -4.52
H59 0.50 1.36 -3.00
H60 2.12 1.68 -3.63
O12 2.77 1.32 -6.57
C31 3.75 0.93 -7.14
O13 4.82 1.75 -7.18
C32 6.10 1.32 -7.68
C33 6.20 1.46 -9.19
C34 3.79 -0.40 -7.85
H61 6.32 0.31 -7.34
H62 6.81 1.98 -7.19
H63 5.49 0.82 -9.70
H64 7.20 1.19 -9.52
H65 6.00 2.49 -9.48
H66 3.38 -0.27 -8.85
H67 3.15 -1.09 -7.30
H68 4.78 -0.84 -7.93

=====

Record 4
The following is a quantum chemistry calculation of a 4-piece molecular cluster, C34H69BN3O2PS overall, from the OMol25 dataset.

- total charge = 0
- 2S+1 = 1
- SMILES string = NB(O)[PH2](CCCCCCCSc1nnco1)Cc1ccccc1.CCCCCC.CCCCCC.CCCCCC

Atoms and positions in Å:
N1 2.80 -0.15 2.41
B1 4.25 -0.28 2.49
O1 4.84 -0.36 3.76
P1 5.40 -0.35 0.93
C1 5.06 -2.20 0.54
C2 3.60 -2.64 0.35
C3 2.74 -1.74 -0.56
C4 1.29 -2.29 -0.56
C5 0.39 -1.46 0.38
C6 -1.10 -1.71 0.12
C7 -1.97 -1.56 1.36
S1 -1.78 0.04 2.22
C8 -2.59 1.17 1.17
N2 -2.48 2.42 1.33
N3 -3.25 2.99 0.31
C9 -3.74 2.04 -0.36
O2 -3.38 0.82 0.13
C10 5.90 1.51 1.26
C11 5.04 2.50 0.55
C12 4.19 3.35 1.19
C13 3.39 4.21 0.50
C14 3.43 4.21 -0.86
C15 4.29 3.39 -1.54
C16 5.08 2.54 -0.82
H1 2.38 -0.99 2.79
H2 2.47 0.61 3.01
H3 5.21 -1.25 3.86
H4 6.77 -0.70 1.13
H5 4.95 -0.02 -0.38
H6 5.57 -2.40 -0.42
H7 5.56 -2.83 1.28
H8 3.63 -3.62 -0.14
H9 3.07 -2.82 1.29
H10 3.09 -1.89 -1.58
H11 2.76 -0.70 -0.28
H12 1.30 -3.34 -0.25
H13 0.86 -2.29 -1.56
H14 0.63 -1.74 1.40
H15 0.62 -0.42 0.18
H16 -1.24 -2.73 -0.24
H17 -1.47 -1.03 -0.65
H18 -1.77 -2.32 2.11
H19 -3.01 -1.65 1.08
H20 -4.35 2.19 -1.22
H21 6.95 1.64 0.98
H22 5.88 1.68 2.34
H23 4.13 3.37 2.27
H24 2.70 4.88 0.99
H25 2.80 4.86 -1.44
H26 4.36 3.37 -2.62
H27 5.77 1.87 -1.32
C17 -10.33 4.08 1.77
C18 -8.83 4.34 1.71
C19 -8.10 3.44 0.72
C20 -8.17 1.95 1.04
C21 -7.64 1.55 2.41
C22 -6.15 1.87 2.60
H28 -10.56 3.07 2.11
H29 -10.81 4.77 2.47
H30 -10.79 4.23 0.79
H31 -8.40 4.24 2.71
H32 -8.67 5.38 1.42
H33 -7.05 3.75 0.67
H34 -8.52 3.60 -0.28
H35 -7.61 1.40 0.27
H36 -9.20 1.60 0.95
H37 -7.78 0.48 2.55
H38 -8.22 2.04 3.20
H39 -5.55 1.36 1.84
H40 -5.81 1.54 3.58
H41 -5.96 2.94 2.52
C23 1.59 5.54 -7.29
C24 1.58 4.02 -7.29
C25 0.44 3.42 -6.48
C26 0.46 3.75 -4.98
C27 1.73 3.34 -4.25
C28 1.98 1.83 -4.26
H42 1.72 5.95 -6.28
H43 2.41 5.92 -7.90
H44 0.66 5.94 -7.69
H45 2.54 3.65 -6.92
H46 1.49 3.67 -8.32
H47 0.44 2.33 -6.61
H48 -0.51 3.77 -6.90
H49 -0.40 3.26 -4.51
H50 0.30 4.83 -4.85
H51 1.66 3.67 -3.21
H52 2.60 3.85 -4.67
H53 1.14 1.30 -3.80
H54 2.88 1.59 -3.70
H55 2.11 1.45 -5.27
C29 -0.65 -5.51 2.77
C30 0.87 -5.43 2.70
C31 1.47 -6.29 1.59
C32 1.23 -7.79 1.74
C33 1.74 -8.40 3.05
C34 3.25 -8.28 3.23
H56 -0.99 -6.52 3.00
H57 -1.03 -4.85 3.56
H58 -1.10 -5.20 1.83
H59 1.30 -5.70 3.67
H60 1.16 -4.39 2.52
H61 2.55 -6.10 1.54
H62 1.07 -5.96 0.63
H63 1.71 -8.31 0.90
H64 0.16 -8.00 1.64
H65 1.46 -9.46 3.07
H66 1.23 -7.94 3.90
H67 3.77 -8.78 2.41
H68 3.56 -8.76 4.16
H69 3.57 -7.24 3.26

=====

no.,calculated total energy (a.u.),HOMO energy (eV),largest force on an atom (eV/Å)
1,-4739.6601,-10.65,1.99
2,-2594.7208,-11.73,0.77
3,-2712.5738,-9.13,2.08
4,-2415.9754,-7.45,2.01